## i
{
  "formula": "C23H29GeN11OS2Zr",
  "method": "the ωB97M-V functional and the def2-TZVPD basis",
  "charge": 0,
  "homo_lumo_gap_ev": [5.350, 5.354],
  "lumo_energy_ev": [-0.70, -0.71],
  "species": ["Zr", "C", "C", "N", "N", "C", "N", "S", "C", "C", "C", "C", "C", "N", "H", "H", "H", "H", "H", "H", "H", "H", "H", "H", "C", "C", "N", "N", "C", "N", "S", "C", "C", "C", "C", "C", "N", "H", "H", "H", "H", "H", "H", "H", "H", "H", "O", "N", "C", "C", "N", "C", "N", "C", "Ge", "C", "C", "C", "H", "H", "H", "H", "H", "H", "H", "H", "H", "H"],
  "positions_angstrom": [[-0.230, 1.006, 0.040], [2.951, -1.939, -0.504], [1.614, -1.305, -0.275], [1.105, -0.391, -1.131], [1.868, -0.173, -2.256], [1.384, 0.517, -3.297], [2.257, 0.691, -4.333], [-0.153, 1.141, -3.293], [0.720, -1.736, 0.738], [1.011, -2.765, 1.663], [0.028, -3.189, 2.514], [-1.264, -2.651, 2.401], [-1.507, -1.636, 1.505], [-0.489, -1.090, 0.783], [3.744, -1.187, -0.605], [3.240, -2.577, 0.324], [2.951, -2.553, -1.410], [2.863, -0.337, -2.191], [2.976, 0.002, -4.487], [1.851, 1.094, -5.160], [1.989, -3.219, 1.690], [0.232, -3.969, 3.236], [-2.083, -3.040, 2.988], [-2.973, -0.076, 1.276], [2.916, -0.019, 2.923], [2.123, 0.650, 1.849], [0.833, 0.891, 1.977], [0.285, 0.692, 3.214], [-0.913, 1.192, 3.289], [-1.596, 1.049, 4.467], [-1.707, 2.008, 1.980], [2.719, 1.251, 0.689], [4.099, 1.289, 0.434], [4.576, 2.021, -0.629], [3.673, 2.721, -1.438], [2.330, 2.610, -1.173], [1.843, 1.876, -0.157], [2.326, -0.832, 3.348], [3.138, 0.674, 3.738], [3.853, -0.417, 2.538], [-1.036, 0.813, 5.271], [-2.363, 1.679, 4.620], [4.780, 0.777, 1.097], [5.640, 2.075, -0.819], [4.006, 3.335, -2.262], [1.595, 3.101, -1.797], [-1.885, 2.001, -0.933], [-1.021, 2.965, -1.021], [-1.361, 4.073, -1.590], [-0.364, 5.093, -1.695], [0.434, 5.913, -1.792], [-2.666, 4.278, -2.142], [-3.711, 4.448, -2.586], [-4.585, -0.294, -1.368], [-3.568, -1.754, -0.568], [-2.159, -2.415, -1.751], [-4.779, -3.252, -0.185], [-2.882, -1.163, 1.209], [-5.031, -0.623, -2.307], [-3.951, 0.569, -1.573], [-5.385, 0.020, -0.697], [-2.530, -2.420, -2.777], [-1.899, -3.438, -1.469], [-1.246, -1.817, -1.729], [-5.243, -3.606, -1.107], [-5.571, -2.950, 0.502], [-4.235, -4.086, 0.261], [-3.567, -1.596, 1.941]]
}

## ii
{
  "formula": "C23H29GeN11OS2Zr",
  "method": "the ωB97M-V functional and the def2-TZVPD basis",
  "charge": 0,
  "homo_lumo_gap_ev": 4.856,
  "lumo_energy_ev": -0.74,
  "species": ["Zr", "C", "C", "N", "N", "C", "N", "S", "C", "C", "C", "C", "C", "N", "H", "H", "H", "H", "H", "H", "H", "H", "H", "H", "C", "C", "N", "N", "C", "N", "S", "C", "C", "C", "C", "C", "N", "H", "H", "H", "H", "H", "H", "H", "H", "H", "O", "N", "C", "C", "N", "C", "N", "C", "Ge", "C", "C", "C", "H", "H", "H", "H", "H", "H", "H", "H", "H", "H"],
  "positions_angstrom": [[-0.151, -0.493, -0.562], [-4.565, -0.051, 0.181], [-3.078, -0.056, 0.348], [-2.268, -0.738, -0.577], [-2.974, -1.544, -1.456], [-2.419, -2.612, -1.998], [-3.198, -3.407, -2.785], [-0.805, -2.963, -1.684], [-2.381, 0.604, 1.309], [-2.996, 1.389, 2.353], [-2.238, 2.101, 3.204], [-0.817, 2.032, 3.102], [-0.232, 1.225, 2.176], [-0.967, 0.496, 1.252], [-4.875, 0.362, -0.788], [-5.008, -1.050, 0.283], [-5.035, 0.574, 0.933], [-3.962, -1.364, -1.563], [-4.079, -3.066, -3.131], [-2.713, -4.065, -3.369], [-4.073, 1.412, 2.432], [-2.698, 2.704, 3.976], [-0.184, 2.587, 3.781], [1.728, 2.075, 2.198], [2.860, -1.576, -3.998], [1.732, -1.126, -3.123], [1.683, -1.373, -1.860], [2.703, -2.115, -1.351], [2.548, -2.443, -0.093], [3.516, -3.210, 0.446], [1.203, -2.078, 0.946], [0.627, -0.329, -3.677], [0.671, 0.187, -4.968], [-0.395, 0.932, -5.439], [-1.481, 1.160, -4.610], [-1.440, 0.649, -3.327], [-0.417, -0.075, -2.869], [3.288, -2.488, -3.596], [3.648, -0.819, -4.008], [2.529, -1.750, -5.019], [4.263, -3.534, -0.144], [3.391, -3.598, 1.362], [1.536, 0.018, -5.590], [-0.372, 1.344, -6.439], [-2.330, 1.745, -4.933], [-2.232, 0.842, -2.614], [1.107, 1.281, -0.832], [0.030, 2.012, -0.998], [0.146, 3.290, -0.870], [-1.033, 4.083, -1.075], [-1.966, 4.729, -1.251], [1.398, 3.922, -0.554], [2.396, 4.431, -0.303], [0.557, -1.166, 4.430], [1.877, 0.157, 3.845], [2.125, 1.452, 5.298], [3.611, -0.675, 3.460], [1.262, 1.088, 2.208], [0.894, -1.646, 5.350], [0.401, -1.934, 3.673], [-0.395, -0.671, 4.626], [2.586, 0.957, 6.154], [1.170, 1.866, 5.621], [2.772, 2.273, 4.988], [4.007, -1.169, 4.348], [4.333, 0.076, 3.136], [3.502, -1.412, 2.665], [1.674, 0.540, 1.368]]
}

## iii
{
  "formula": "C23H29GeN11OS2Zr",
  "method": "the ωB97M-V functional and the def2-TZVPD basis",
  "charge": 0,
  "homo_lumo_gap_ev": 5.324,
  "lumo_energy_ev": -1.21,
  "species": ["Zr", "C", "C", "N", "N", "C", "N", "S", "C", "C", "C", "C", "C", "N", "H", "H", "H", "H", "H", "H", "H", "H", "H", "H", "C", "C", "N", "N", "C", "N", "S", "C", "C", "C", "C", "C", "N", "H", "H", "H", "H", "H", "H", "H", "H", "H", "O", "N", "C", "C", "N", "C", "N", "C", "Ge", "C", "C", "C", "H", "H", "H", "H", "H", "H", "H", "H", "H", "H"],
  "positions_angstrom": [[-0.419, -0.440, 0.364], [-2.190, 3.512, 0.492], [-1.211, 2.396, 0.636], [-1.204, 1.366, -0.304], [-1.917, 1.573, -1.470], [-1.311, 1.719, -2.664], [-2.171, 1.683, -3.719], [0.321, 2.003, -2.867], [-0.341, 2.204, 1.657], [-0.236, 3.077, 2.821], [0.775, 2.981, 3.684], [1.881, 2.038, 3.426], [1.677, 1.043, 2.333], [0.430, 1.017, 1.609], [-3.216, 3.133, 0.512], [-2.047, 4.028, -0.460], [-2.079, 4.243, 1.287], [-2.875, 1.238, -1.452], [-3.040, 1.180, -3.623], [-1.732, 1.656, -4.623], [-1.023, 3.798, 2.993], [0.820, 3.611, 4.564], [2.878, 2.464, 3.501], [2.548, 0.863, 1.708], [0.994, -1.641, -3.861], [0.789, -1.509, -2.393], [-0.352, -1.423, -1.806], [-1.463, -1.477, -2.605], [-2.586, -1.450, -1.936], [-3.716, -1.470, -2.710], [-2.828, -1.374, -0.222], [1.952, -1.558, -1.481], [3.211, -1.953, -1.902], [4.210, -2.127, -0.955], [3.921, -1.919, 0.380], [2.648, -1.495, 0.722], [1.698, -1.293, -0.189], [0.057, -1.473, -4.379], [1.725, -0.898, -4.183], [1.370, -2.635, -4.116], [-3.593, -1.825, -3.647], [-4.571, -1.721, -2.243], [3.398, -2.139, -2.949], [5.199, -2.440, -1.260], [4.662, -2.071, 1.152], [2.367, -1.317, 1.752], [-0.276, -1.878, 1.878], [-0.282, -2.102, 3.161], [-1.130, -1.400, 3.845], [-1.154, -1.575, 5.267], [-1.182, -1.699, 6.409], [-2.011, -0.461, 3.211], [-2.660, 0.288, 2.625], [4.888, 0.153, 3.561], [3.273, -0.386, 4.538], [3.057, -2.331, 4.430], [3.428, 0.132, 6.415], [1.757, 0.561, 3.772], [5.755, -0.387, 3.946], [5.076, 1.221, 3.678], [4.801, -0.058, 2.494], [3.789, -2.815, 5.077], [3.199, -2.712, 3.417], [2.058, -2.623, 4.756], [4.301, -0.332, 6.875], [2.541, -0.185, 6.964], [3.520, 1.214, 6.507], [0.789, 0.317, 4.193]]
}

Of them, the most stable is ii and the least stable is iii.

## i
{
  "formula": "C2H3IS",
  "method": "the ωB97M-V functional and the def2-TZVPD basis",
  "charge": 0,
  "homo_lumo_gap_ev": [7.651, 7.653],
  "lumo_energy_ev": [-0.78, -0.78],
  "species": ["C", "C", "S", "I", "H", "H", "H"],
  "positions_angstrom": [[-1.098, 0.638, -0.050], [1.053, -0.386, 0.023], [-1.420, 2.178, -0.222], [-2.610, -0.870, 0.101], [0.902, -1.194, 0.753], [1.747, 0.405, 0.373], [1.426, -0.771, -0.979]]
}

## ii
{
  "formula": "C2H3IS",
  "method": "the ωB97M-V functional and the def2-TZVPD basis",
  "smiles": "C#CI.S",
  "charge": 0,
  "homo_lumo_gap_ev": 8.889,
  "lumo_energy_ev": -0.04,
  "species": ["C", "C", "S", "I", "H", "H", "H"],
  "positions_angstrom": [[-0.791, -0.393, -1.320], [-0.883, -1.162, -0.419], [0.777, 1.067, 1.043], [-0.118, 1.313, -2.173], [-1.558, -1.956, 0.096], [0.695, -0.276, 0.561], [1.877, 1.409, 2.213]]
}

Of them, the most stable is i and the least stable is ii.

## i
{
  "formula": "CIN",
  "method": "the ωB97M-V functional and the def2-TZVPD basis",
  "smiles": "N#CI",
  "charge": 0,
  "homo_lumo_gap_ev": [9.753, 8.880],
  "lumo_energy_ev": [-0.79, -0.91],
  "species": ["C", "N", "I"],
  "positions_angstrom": [[-0.025, 0.094, -0.133], [-0.356, 0.773, -1.481], [0.381, -0.866, 1.613]]
}

## ii
{
  "formula": "CIN",
  "method": "the ωB97M-V functional and the def2-TZVPD basis",
  "charge": 0,
  "homo_lumo_gap_ev": [6.139, 6.677],
  "lumo_energy_ev": [-4.34, -3.45],
  "species": ["C", "N", "I"],
  "positions_angstrom": [[0.454, 0.761, 0.002], [1.156, -0.080, 0.003], [-4.693, -0.178, 0.001]]
}

Of them, the most stable is ii and the least stable is i.

## i
{
  "formula": "C3H11N3",
  "method": "the ωB97M-V functional and the def2-TZVPD basis",
  "smiles": "NCCNCN",
  "charge": 0,
  "homo_lumo_gap_ev": 9.136,
  "lumo_energy_ev": 1.09,
  "species": ["C", "N", "C", "N", "C", "N", "H", "H", "H", "H", "H", "H", "H", "H", "H", "H", "H"],
  "positions_angstrom": [[-0.079, 0.204, 0.986], [0.511, 0.102, -0.344], [1.810, -0.502, -0.399], [2.388, -0.434, -1.741], [-1.501, 0.789, 0.862], [-2.380, -0.113, 0.114], [-0.263, -0.782, 1.444], [0.520, 0.917, 1.531], [-0.156, 0.352, -1.048], [2.462, -0.061, 0.354], [1.659, -1.561, -0.141], [1.716, 0.116, -2.268], [2.359, -1.317, -2.235], [-1.376, 1.722, 0.310], [-1.827, 1.087, 1.865], [-2.582, -0.895, 0.730], [-3.258, 0.377, -0.018]]
}

## ii
{
  "formula": "C3H11N3",
  "method": "the ωB97M-V functional and the def2-TZVPD basis",
  "smiles": "C/C=N\\N.CN",
  "charge": 0,
  "homo_lumo_gap_ev": 9.330,
  "lumo_energy_ev": 1.01,
  "species": ["C", "N", "H", "H", "H", "H", "H", "C", "N", "C", "N", "H", "H", "H", "H", "H", "H"],
  "positions_angstrom": [[0.647, 1.687, 1.160], [-0.690, 1.444, 0.639], [-1.336, 2.147, 0.999], [-1.063, 0.517, 1.005], [0.661, 1.568, 2.246], [0.997, 2.688, 0.894], [1.353, 0.964, 0.744], [0.344, -0.612, -1.747], [-0.035, -1.904, 0.818], [-0.902, -0.636, -0.907], [-1.122, -1.376, 0.172], [0.907, -1.534, 0.698], [0.117, -2.892, 0.607], [-1.808, -0.269, -1.413], [1.239, -0.833, -1.167], [0.239, -1.340, -2.555], [0.452, 0.381, -2.193]]
}

## iii
{
  "formula": "C3H11N3",
  "method": "the ωB97M-V functional and the def2-TZVPD basis",
  "smiles": "C=CN.NCN",
  "charge": 0,
  "homo_lumo_gap_ev": 7.766,
  "lumo_energy_ev": 0.69,
  "species": ["C", "C", "N", "H", "H", "H", "H", "H", "N", "C", "N", "H", "H", "H", "H", "H", "H"],
  "positions_angstrom": [[-3.074, -1.416, 1.058], [-2.433, -1.116, -0.103], [-2.779, -0.224, -1.150], [-3.895, -2.038, 1.337], [-2.590, -1.373, 1.989], [-1.545, -1.566, -0.552], [-3.322, 0.583, -0.817], [-2.068, -0.399, -1.949], [3.397, 1.634, -0.281], [2.098, 0.983, -0.026], [2.072, -0.290, 0.599], [3.781, 2.386, 0.312], [3.374, 2.252, -1.064], [1.535, 0.927, -1.021], [1.342, 1.788, 0.533], [2.425, -1.051, 0.088], [2.585, -0.056, 1.383]]
}

Of them, the most stable is i and the least stable is iii.

## i
{
  "formula": "C3H11N3",
  "method": "the ωB97M-V functional and the def2-TZVPD basis",
  "smiles": "CCN(C)NN",
  "charge": 0,
  "homo_lumo_gap_ev": 9.255,
  "lumo_energy_ev": 1.17,
  "species": ["C", "C", "C", "N", "N", "N", "H", "H", "H", "H", "H", "H", "H", "H", "H", "H", "H"],
  "positions_angstrom": [[-0.303, 1.192, 0.093], [1.478, -0.104, -0.980], [-0.017, 0.833, 1.545], [-0.781, -0.885, -1.092], [0.084, 0.273, -0.938], [-1.177, -1.630, 0.113], [-1.651, -0.517, -1.482], [0.251, 2.158, -0.191], [-1.365, 1.419, -0.040], [-0.373, -2.182, 0.408], [-1.954, -2.222, -0.171], [2.055, 0.745, -1.344], [1.937, -0.424, -0.037], [1.634, -0.909, -1.697], [0.989, 0.462, 1.726], [-0.095, 1.714, 2.178], [-0.711, 0.078, 1.908]]
}

## ii
{
  "formula": "C3H11N3",
  "method": "the ωB97M-V functional and the def2-TZVPD basis",
  "smiles": "[H]/N=C(/C)N.CN",
  "charge": 0,
  "homo_lumo_gap_ev": 9.817,
  "lumo_energy_ev": 0.85,
  "species": ["C", "C", "N", "N", "H", "H", "H", "H", "H", "H", "C", "N", "H", "H", "H", "H", "H"],
  "positions_angstrom": [[-2.093, 0.579, -0.244], [-1.728, -0.414, 0.825], [-0.387, -0.676, 0.933], [-2.654, -0.921, 1.528], [0.335, -0.415, 0.166], [-0.109, -1.445, 1.527], [-2.334, -1.654, 2.160], [-1.796, 0.204, -1.223], [-1.576, 1.522, -0.071], [-3.164, 0.748, -0.222], [1.759, 0.674, -0.901], [2.696, -0.360, -0.477], [3.296, -0.008, 0.260], [3.284, -0.646, -1.249], [2.234, 1.607, -1.247], [1.178, 0.303, -1.747], [1.061, 0.900, -0.019]]
}

Of them, the most stable is ii and the least stable is i.

## i
{
  "formula": "C3H11N3",
  "method": "the ωB97M-V functional and the def2-TZVPD basis",
  "charge": 0,
  "homo_lumo_gap_ev": 9.595,
  "lumo_energy_ev": 0.78,
  "species": ["C", "N", "N", "H", "H", "H", "H", "H", "H", "C", "C", "N", "H", "H", "H", "H", "H"],
  "positions_angstrom": [[1.347, 0.368, -0.642], [2.056, 1.069, 0.417], [1.835, -0.898, -1.167], [3.020, 1.273, 0.174], [2.785, -0.834, -1.521], [1.791, -1.631, -0.469], [2.036, 0.546, 1.285], [1.433, 1.050, -1.500], [-0.520, -0.580, 0.808], [-3.023, -0.272, 0.753], [-1.834, 0.184, 0.024], [-1.343, 0.824, -0.839], [0.052, 0.585, -0.734], [0.332, -0.497, 0.571], [-2.941, 0.015, 1.802], [-3.936, 0.159, 0.340], [-3.091, -1.359, 0.698]]
}

## ii
{
  "formula": "C3H11N3",
  "method": "the ωB97M-V functional and the def2-TZVPD basis",
  "smiles": "[H]/N=C/N.CNC",
  "charge": 0,
  "homo_lumo_gap_ev": 10.014,
  "lumo_energy_ev": 1.08,
  "species": ["C", "N", "C", "H", "H", "H", "H", "H", "H", "H", "N", "C", "N", "H", "H", "H", "H"],
  "positions_angstrom": [[1.226, -0.020, 3.280], [0.943, 1.033, 2.289], [0.032, 2.024, 2.840], [0.320, -0.508, 3.651], [1.728, 0.382, 4.163], [2.042, -0.608, 2.851], [0.497, 0.534, 1.533], [-0.018, 2.868, 2.151], [-0.998, 1.670, 3.025], [0.333, 2.398, 3.818], [0.093, -1.985, -4.139], [-1.222, -1.536, -4.444], [-1.708, -0.590, -3.743], [0.194, -1.659, -3.176], [0.836, -1.576, -4.676], [-1.674, -2.062, -5.284], [-2.623, -0.365, -4.138]]
}

Of them, the most stable is ii and the least stable is i.